{"formula": "C24H23O5S4", "method": "ωB97M-V/def2-TZVPD", "charge": -1, "relative_energy_ev": 0.000, "species": ["C", "C", "C", "H", "C", "C", "H", "O", "S", "C", "H", "H", "S", "O", "H", "H", "C", "H", "C", "C", "C", "C", "C", "H", "C", "C", "S", "C", "H", "C", "C", "H", "H", "C", "C", "C", "H", "H", "H", "H", "C", "H", "C", "H", "O", "H", "C", "C", "S", "H", "O", "H", "H", "H", "H", "O"], "positions_angstrom": [[2.35003, -0.80171, -0.03098], [-2.74617, 2.24641, 1.72914], [3.30284, -3.01818, 0.03055], [-1.51334, 2.78425, 0.02617], [1.11862, -1.32565, -0.46424], [-4.18868, 0.32488, 1.41202], [3.22196, 0.75004, 7.34909], [1.07879, -1.47972, -3.35419], [-0.31952, 0.10769, 5.61893], [0.63210, -0.01182, 4.25630], [2.41847, 0.27869, 0.12546], [-4.10725, 1.49502, 3.22400], [-2.07159, 0.78527, -2.00327], [-1.14833, -2.64590, -3.18278], [-4.04432, -0.64273, -0.52634], [4.15978, -3.66996, 0.20658], [3.44304, -1.63367, 0.18221], [3.13007, 2.85697, 4.30611], [2.85094, 0.20074, 6.47673], [-1.67036, 0.84365, -6.97341], [-0.66372, 1.36726, -6.15591], [-2.25842, 2.09919, 0.42922], [-0.92155, -0.50825, -4.67395], [-2.34927, -2.01310, -5.23281], [0.00286, -0.42318, -0.68538], [0.98570, -2.72500, -0.60817], [-0.35893, -1.43394, -3.23539], [3.47847, 2.11501, 5.02931], [2.07174, -0.49014, 6.81569], [-3.69467, 0.16258, 0.11802], [-2.28398, -0.36895, -6.64986], [0.01412, -3.14725, -0.87751], [4.40018, -1.18985, 0.46334], [-2.72123, 1.04248, -0.36239], [-0.78189, -0.41090, -1.78943], [-0.26533, 0.67549, -5.01364], [0.54478, 1.03828, -4.38292], [-0.17605, 2.31324, -6.39618], [4.27665, 1.52641, 4.56007], [-4.94403, -0.36980, 1.78237], [2.34149, 1.20518, 5.47502], [-3.06607, -0.79501, -7.28053], [2.06812, -3.56171, -0.34460], [1.95019, -4.64172, -0.45780], [-1.49061, 2.03574, -2.43683], [-2.36152, 3.05363, 2.35529], [-3.71487, 1.36553, 2.21673], [-1.89707, -1.06059, -5.50268], [0.23918, -0.83624, 2.87234], [-1.96915, 1.37867, -7.87272], [1.85699, 0.60325, 4.24526], [3.89669, 2.64913, 5.88721], [1.54850, 1.82051, 5.93826], [3.68956, -0.37432, 6.05974], [-0.23187, 0.30434, 0.08803], [-3.11211, 0.14973, -2.78530]]}

---

{"formula": "C32H34As2IN3O2SeTi", "method": "ωB97M-V/def2-TZVPD", "charge": 2, "species": ["H", "C", "C", "C", "N", "H", "H", "C", "H", "H", "Ti", "C", "H", "C", "C", "C", "H", "H", "H", "C", "H", "H", "C", "C", "O", "H", "N", "C", "I", "C", "C", "H", "N", "C", "H", "C", "H", "H", "C", "C", "H", "C", "C", "H", "C", "H", "C", "C", "H", "C", "H", "As", "H", "H", "H", "H", "C", "C", "C", "H", "H", "H", "C", "H", "H", "C", "O", "H", "C", "H", "Se", "H", "H", "As", "C", "C"], "positions_angstrom": [[-2.28438, 2.96923, 1.55476], [1.68288, -3.81576, -2.95948], [-5.26231, 3.09293, -0.03736], [3.04199, -3.86634, -2.67449], [1.89048, 4.37861, 1.91045], [2.68162, 0.16507, -4.02192], [3.60314, -4.76836, -2.88131], [2.12430, 1.76428, -5.33056], [2.97147, 1.61248, -5.98618], [-0.27129, -1.09186, 3.13853], [0.82670, 1.04037, 0.62228], [2.96490, -1.59677, -1.88143], [-1.77295, 0.52012, -2.06990], [0.95949, -2.65334, -2.71524], [-4.25774, 0.92218, -0.30576], [-4.00943, -1.86243, 3.70159], [-1.39571, -1.01542, -2.79981], [-0.09237, -2.63053, -2.96165], [1.18344, -4.67412, -3.38975], [1.50321, -2.18457, 1.28187], [0.98419, -3.23683, -0.37011], [-6.15384, 1.47727, -1.13387], [-3.12478, 2.63471, 0.96077], [0.11058, 2.95747, -4.77000], [0.90962, 1.32848, 2.52569], [1.33213, 3.39175, -6.47786], [1.34797, -3.28763, 0.57333], [-2.27123, -0.86142, 2.38168], [4.31484, -2.40158, 2.27874], [-3.62023, -1.11429, 2.59823], [-5.30366, 1.80254, -0.54864], [-4.31812, -0.08013, -0.70781], [2.03556, 2.07967, 4.30663], [-4.17651, 3.50803, 0.72045], [1.75490, -4.15633, 0.88270], [1.96228, 0.95010, -4.21645], [-6.08093, 3.77409, -0.22843], [-0.92066, 2.31281, -3.01844], [2.90775, 1.14497, 0.80984], [-1.74987, -1.10749, -0.63935], [1.16488, 2.21728, 4.80202], [-3.16286, 1.34153, 0.44767], [0.86861, 1.14607, -3.38393], [-0.97511, -2.43341, 5.09014], [-1.31624, -1.32866, 3.28125], [2.88853, 2.42316, 4.72395], [3.68461, -2.75537, -2.14294], [3.26934, 1.51421, 2.25593], [3.87165, 0.73383, 2.73133], [1.60288, -1.54906, -2.16354], [3.24269, 1.91422, 0.11100], [0.64945, 0.06499, -1.82174], [4.74564, -2.79000, -1.93249], [-2.76322, -1.47861, -0.78052], [3.47458, -0.73652, -1.46732], [-4.37561, -0.73017, 1.92487], [1.20285, 2.76369, -5.60647], [1.27058, 3.95851, 1.03332], [-1.71236, -2.07306, 4.38373], [1.94577, -3.20537, 3.12576], [3.37676, 0.20317, 0.53177], [-0.61118, 3.73339, -4.98810], [-0.05735, 2.15072, -3.65382], [-4.14786, 4.51118, 1.12509], [-3.36934, -2.92085, 5.45059], [2.02978, 1.66900, 3.07354], [1.01432, -1.09376, 0.90774], [-5.05959, -2.06308, 3.86759], [-1.24300, -0.41819, -1.90237], [3.84015, 2.44187, 2.33030], [0.30896, 3.24265, -0.38024], [-1.13487, -1.95511, -0.34042], [2.01340, -1.42922, 3.21005], [-1.72216, 0.15030, 0.85067], [-3.05890, -2.34384, 4.58975], [2.21681, -2.29743, 2.59406]]}

---

{"formula": "C50H68F4N13O13S4Zr", "method": "ωB97M-V/def2-TZVPD", "charge": 7, "species": ["H", "H", "O", "C", "H", "H", "H", "C", "F", "C", "H", "N", "S", "H", "H", "C", "N", "H", "H", "N", "H", "H", "H", "H", "N", "C", "O", "C", "N", "H", "N", "C", "H", "Zr", "N", "C", "C", "C", "C", "C", "H", "S", "H", "C", "H", "C", "C", "H", "C", "C", "H", "H", "C", "H", "C", "H", "H", "C", "O", "H", "H", "C", "C", "C", "H", "C", "H", "H", "H", "C", "C", "C", "C", "N", "H", "O", "C", "H", "N", "O", "C", "H", "H", "O", "C", "O", "H", "C", "H", "C", "C", "C", "C", "H", "C", "O", "H", "H", "H", "H", "H", "C", "S", "H", "C", "N", "H", "C", "H", "H", "H", "N", "H", "H", "C", "H", "H", "C", "S", "H", "H", "H", "F", "H", "O", "C", "H", "H", "C", "H", "O", "C", "N", "C", "C", "H", "H", "O", "F", "H", "H", "H", "H", "H", "N", "C", "H", "C", "H", "F", "C", "O", "O"], "positions_angstrom": [[-2.26422, -3.51591, -5.77601], [-4.34395, -4.81677, 2.37209], [0.64739, 2.03568, 4.14202], [-3.12509, 0.80205, 3.93043], [-5.15778, -0.56203, 2.34446], [2.14628, 5.78968, -1.00804], [0.80399, -2.57027, -5.52144], [4.31368, 5.76129, -1.34482], [-0.18174, 0.00460, 3.25329], [4.46135, -3.49073, -5.72776], [6.67373, 4.64750, 0.78780], [3.51509, 1.38759, -1.06167], [1.08332, 0.67464, 4.06669], [0.52248, 1.88733, 11.22015], [-2.33759, -2.99762, 1.19790], [-4.51337, -4.91952, 1.31042], [-5.39321, 0.15724, -2.83359], [0.30796, 0.17698, 11.65119], [2.60836, 5.50453, 3.07462], [-5.13034, -5.18696, -0.83598], [7.80636, 0.20212, -0.50428], [6.82468, 5.43935, -2.33011], [4.38785, 6.30066, -2.27755], [-3.92887, -3.33293, -3.91835], [-3.51360, -0.47041, 3.57390], [0.61276, 4.80847, 3.24625], [4.38198, 0.81194, -1.76020], [-0.29951, 3.64327, 1.36414], [2.22096, -3.66400, -6.42660], [-2.74121, -1.22727, 8.70679], [-3.48970, -4.54468, 0.51936], [3.12106, 5.45526, -0.68498], [-1.30916, 1.07605, -1.25135], [1.59893, -0.76190, 0.86695], [2.07917, 0.19005, 2.67628], [2.76669, -2.32321, -4.53343], [-3.86222, -4.70797, -0.79926], [-7.45041, -5.54148, -1.83602], [-2.64727, -2.55643, -5.42850], [3.17488, 4.79206, 0.53673], [-5.70036, -2.01694, -2.75066], [-0.13886, 3.82148, -5.61462], [0.31825, -3.79426, -7.28793], [1.86306, -2.77460, -5.46653], [1.12478, -5.29897, -6.80058], [-5.14260, -1.15810, -3.09372], [-1.79255, 4.32042, 3.17407], [-0.16966, -0.40246, -2.76320], [-3.29436, -1.46634, 4.40426], [6.44390, -1.94712, -3.90300], [-1.88924, -1.77534, -5.48672], [-4.01452, -1.87590, 2.09428], [-0.98509, 0.17942, -0.72301], [-4.31957, 2.02300, -3.22494], [1.97638, 4.41523, 1.34940], [-0.67787, 1.96167, 6.70383], [0.37500, 5.42102, 4.10337], [4.49357, 4.51458, 1.03901], [2.99481, 0.78366, -0.09503], [-1.82930, -4.62565, 1.69592], [-8.01355, -5.86114, -2.71282], [-3.34653, 0.03542, -3.71011], [1.26516, -4.33413, -7.28791], [0.59685, 0.86302, 10.85496], [3.79531, -4.66440, -7.40382], [-6.63809, 0.63153, -2.36686], [7.67577, 5.94216, -0.97817], [-2.96801, 1.48996, 3.11281], [8.99138, -0.99805, -0.97531], [-4.09749, -0.80312, 2.26852], [-2.57265, 1.02358, 5.17407], [-5.91998, -5.31808, -2.02228], [-0.20158, -0.77911, -1.74085], [-0.26373, 4.71121, -4.14994], [-3.48331, -2.16686, -6.00935], [3.12545, 2.48880, -1.33152], [-1.74077, 0.25772, 7.41485], [3.77279, -2.23308, -1.81798], [5.52716, 5.55144, -0.82861], [-1.78914, 2.87904, -3.40904], [-2.46427, 0.02158, 6.14452], [8.31932, -1.02879, -3.26950], [-3.74318, -0.27921, 1.38078], [1.25431, 3.44793, -6.06606], [4.10274, -2.70592, -4.59856], [-0.24167, 0.58201, 0.47259], [-5.68166, -6.20699, -2.60634], [6.73113, 6.12704, -1.48961], [5.51795, -1.73593, -0.22119], [7.96420, -0.86851, -0.63440], [1.83108, 4.90755, 2.62090], [-4.34034, 0.94403, -3.26731], [5.75753, -1.79855, -1.27242], [-7.84600, -4.58700, -1.48878], [-1.18438, -0.24098, 9.74753], [3.71445, -0.19852, 4.56766], [-3.52957, -2.46838, 4.07716], [-2.37667, -2.85548, -3.27960], [5.49017, -3.78709, -5.86953], [-7.10235, -0.14695, -1.76145], [-2.04144, 3.37156, 3.64926], [3.52239, -3.99112, -6.60470], [3.24000, 0.66304, 3.52577], [-2.42590, 4.56952, 2.32265], [-2.79863, -1.24741, 5.69293], [-0.31271, 0.78502, 9.76079], [6.70076, -2.00847, -4.95021], [-1.96692, -0.47754, 8.63768], [-1.46956, -3.95250, 0.06405], [2.41668, -1.76293, -3.67905], [-6.36060, 1.52759, -1.81173], [-0.46322, 4.21944, 2.56914], [7.70186, -1.34745, 0.30895], [0.58285, 2.41434, 8.79365], [5.13329, -2.29453, -3.54399], [1.60645, 0.60348, 10.53644], [4.56278, 4.00043, 1.98625], [-3.16507, -2.55706, -3.97059], [-0.41700, 3.38067, -3.40437], [-6.65921, -5.39401, 0.62513], [-5.77808, -4.48286, -2.70811], [-1.82484, 5.14041, 3.89148], [-0.48720, 5.13427, -6.52561], [-0.76343, -1.71277, -1.76721], [0.65609, 2.32792, -3.33367], [-0.85620, 1.33345, 7.56403], [-1.20227, 3.30585, 0.87672], [-1.30192, -0.91660, 10.58187], [-2.20433, -4.02717, 0.86570], [1.06394, 3.46003, -0.30234], [3.42900, 2.13051, 3.62408], [4.78329, -2.15308, -2.19066], [-3.89298, -1.25508, -3.61480], [-0.11080, 1.59135, 8.70453], [-5.60381, -5.22677, 0.46839], [1.63678, -4.35502, -8.31239], [-7.66774, -6.32131, -1.10613], [1.12540, -1.19412, -1.27820], [-0.23950, 4.10210, -1.98434], [-7.28386, 0.87538, -3.21044], [-1.90595, -0.30655, -0.40060], [6.58780, 7.17851, -1.73854], [-2.39849, 0.20402, -4.19919], [-2.31487, 2.06940, 5.25292], [7.00805, -1.47296, -1.65180], [0.93403, 3.69120, 0.74460], [-3.26758, -4.48596, -1.67306], [7.42290, -1.53229, -2.93887], [-2.55706, -2.12332, 6.27674], [4.31880, 0.26036, 2.39717], [5.71295, 4.86475, 0.34495], [1.00278, -0.14764, 5.28309], [-1.30063, 3.04092, -6.05160]]}

---

{"formula": "C6H18Cl2O2Si3", "method": "ωB97M-V/def2-TZVPD", "charge": 0, "relative_energy_ev": 0.000, "species": ["C", "H", "H", "H", "C", "H", "O", "H", "O", "C", "H", "H", "Si", "C", "H", "H", "H", "H", "Si", "H", "Si", "H", "H", "C", "H", "Cl", "H", "H", "C", "Cl", "H"], "positions_angstrom": [[2.91282, -2.40494, -2.12531], [-1.83290, 1.80192, -1.98565], [3.20723, -1.61752, -2.79539], [0.39374, -3.99905, -0.92163], [-0.79637, 2.18737, -1.82130], [-0.50816, -2.90052, -1.93432], [0.83446, -0.31034, -1.74116], [3.69435, -2.51231, -1.38778], [-0.55682, 0.39207, 0.49925], [-0.89807, 1.52715, 3.21164], [-0.38864, 2.49287, 3.17160], [-2.51561, -1.40587, 2.10164], [-1.70343, 0.91282, 1.61952], [1.83133, 1.80970, -0.28861], [-0.56790, -2.69678, -0.19387], [2.68592, 1.11238, -0.16540], [-3.59736, -0.16541, 2.75130], [-0.23636, 0.76878, 3.55881], [1.43692, -1.74372, -1.10595], [-0.30505, 2.35820, -2.76257], [0.27293, 0.97627, -0.83629], [1.65022, 2.28803, 0.66245], [-1.72135, 1.63523, 3.92329], [-2.95445, -0.42390, 1.90373], [-3.63615, -0.57828, 1.07093], [2.07889, -1.33289, 0.85024], [2.04276, 2.53270, -1.06311], [2.84794, -3.35198, -2.68001], [0.04429, -2.96545, -1.04058], [-2.84059, 2.45551, 0.81138], [-0.87459, 3.15799, -1.28686]]}

---

| no. | HOMO (eV) | calculated total energy (eV) |
| --- | --- | --- |
| 1 | -3.61 | -78839.5560 |
| 2 | -13.99 | -260528.6297 |
| 3 | -20.32 | -154341.5835 |
| 4 | -10.13 | -59297.3356 |